1.
Formula: C37H59F21O23S3
Source: OMol25
Level of theory: ωB97M-V/def2-TZVPD

Element x y z (Å)
C (4.55, 1.47, 1.90)
C (3.70, 1.88, 0.70)
O (3.94, 3.33, 0.43)
C (3.51, 4.25, 1.28)
O (2.67, 4.11, 2.11)
C (4.31, 5.61, 0.96)
F (5.39, 5.63, 1.79)
F (4.66, 5.69, -0.35)
F (3.53, 6.66, 1.23)
H (5.55, 1.80, 1.77)
H (4.54, 0.41, 2.02)
H (4.11, 1.92, 2.80)
H (2.65, 1.70, 0.82)
H (3.93, 1.45, -0.33)
C (-1.77, 5.49, 1.74)
C (-0.39, 5.61, 1.02)
O (-0.55, 5.23, -0.39)
C (0.56, 5.14, -1.05)
O (1.69, 5.06, -0.64)
C (0.26, 5.03, -2.57)
F (-0.82, 4.25, -2.74)
F (-0.10, 6.24, -3.10)
F (1.19, 4.50, -3.32)
H (-2.18, 4.47, 1.90)
H (-2.42, 6.03, 1.05)
H (-1.73, 6.05, 2.67)
H (0.27, 4.79, 1.36)
H (0.17, 6.51, 1.14)
C (4.52, -2.48, -1.49)
C (4.74, -1.43, -0.45)
O (4.37, -1.85, 0.88)
C (5.17, -2.71, 1.47)
O (6.22, -3.11, 1.15)
C (4.48, -3.30, 2.69)
F (3.44, -4.05, 2.31)
F (5.25, -4.09, 3.43)
F (4.06, -2.29, 3.56)
H (4.73, -2.13, -2.52)
H (3.53, -3.01, -1.53)
H (5.16, -3.38, -1.37)
H (4.25, -0.49, -0.57)
H (5.81, -1.09, -0.46)
C (1.15, -7.43, 4.54)
C (1.84, -7.44, 3.18)
O (1.15, -6.42, 2.44)
C (1.19, -6.44, 1.13)
O (1.80, -7.23, 0.42)
C (0.35, -5.24, 0.52)
F (-0.80, -5.64, 0.10)
F (0.21, -4.29, 1.45)
F (0.95, -4.68, -0.48)
H (1.22, -6.44, 4.95)
H (1.62, -8.21, 5.15)
H (0.11, -7.77, 4.35)
H (1.74, -8.42, 2.68)
H (2.94, -7.31, 3.13)
C (1.69, 3.07, 5.69)
C (1.49, 1.61, 5.31)
O (0.41, 1.51, 4.31)
C (-0.65, 0.77, 4.65)
O (-0.68, -0.04, 5.52)
C (-1.76, 0.92, 3.64)
F (-2.54, -0.13, 3.46)
F (-2.54, 2.01, 3.91)
F (-1.24, 1.14, 2.44)
H (2.48, 3.19, 6.42)
H (0.74, 3.46, 6.10)
H (1.84, 3.65, 4.76)
H (1.31, 0.87, 6.11)
H (2.36, 1.19, 4.81)
C (-4.72, 1.60, 1.02)
C (-5.30, 1.01, -0.31)
O (-6.05, -0.12, 0.00)
C (-7.17, -0.36, -0.62)
O (-7.53, 0.10, -1.70)
C (-7.96, -1.41, 0.17)
F (-7.92, -2.57, -0.55)
F (-7.53, -1.63, 1.39)
F (-9.24, -0.95, 0.21)
H (-4.21, 2.46, 0.72)
H (-3.99, 0.83, 1.46)
H (-5.58, 1.72, 1.66)
H (-4.51, 0.78, -1.07)
H (-6.00, 1.71, -0.80)
C (-4.28, 4.19, -2.61)
C (-3.79, 2.87, -3.15)
O (-4.94, 2.03, -3.44)
C (-4.66, 0.93, -4.12)
O (-3.59, 0.47, -4.39)
C (-5.98, 0.14, -4.63)
F (-5.79, -0.14, -5.93)
F (-5.96, -1.08, -3.94)
F (-7.18, 0.73, -4.48)
H (-5.13, 4.65, -3.18)
H (-3.45, 4.88, -2.61)
H (-4.67, 4.12, -1.60)
H (-3.15, 2.32, -2.43)
H (-3.23, 2.99, -4.08)
O (-2.32, -3.33, -0.91)
S (-3.50, -2.51, -0.73)
O (-3.82, -1.45, -1.62)
O (-4.78, -3.38, -0.60)
C (-4.62, -4.81, -0.19)
C (-4.65, -5.03, 1.35)
C (-3.24, -1.76, 0.86)
H (-3.74, -5.19, -0.67)
H (-5.55, -5.29, -0.58)
H (-3.61, -4.87, 1.72)
H (-4.90, -6.04, 1.43)
H (-5.40, -4.39, 1.77)
H (-4.20, -1.43, 1.27)
H (-2.67, -0.85, 0.63)
H (-2.61, -2.46, 1.40)
O (4.04, 0.03, -2.83)
S (4.57, 1.27, -3.42)
O (5.67, 1.76, -2.68)
O (5.07, 0.96, -4.88)
C (6.23, 0.05, -4.95)
C (6.24, -0.43, -6.43)
C (3.38, 2.47, -3.71)
H (6.05, -0.86, -4.28)
H (7.06, 0.65, -4.61)
H (7.13, -1.04, -6.56)
H (6.47, 0.31, -7.23)
H (5.44, -1.08, -6.78)
H (3.91, 3.23, -4.33)
H (3.23, 2.86, -2.69)
H (2.50, 2.11, -4.24)
O (-1.74, 1.47, -1.01)
S (-0.56, 0.73, -1.30)
O (0.69, 1.41, -1.44)
O (-0.45, -0.25, -0.07)
C (0.68, -1.11, 0.13)
C (0.94, -1.11, 1.68)
C (-0.88, -0.31, -2.69)
H (1.59, -0.78, -0.37)
H (0.39, -2.05, -0.45)
H (1.84, -1.67, 1.81)
H (0.09, -1.56, 2.23)
H (1.11, -0.04, 1.88)
H (-0.07, -0.96, -3.03)
H (-1.19, 0.32, -3.50)
H (-1.63, -1.01, -2.38)

The total charge is 0. Its LUMO energy is 0.40 eV. The SMILES is CCOC(=O)C(F)(F)F.CCOC(=O)C(F)(F)F.CCOC(=O)C(F)(F)F.CCOC(=O)C(F)(F)F.CCOC(=O)C(F)(F)F.CCOC(=O)C(F)(F)F.CCOC(=O)C(F)(F)F.CCOS(C)(=O)=O.CCOS(C)(=O)=O.CCOS(C)(=O)=O. The calculation puts the maximum force at 3.90 eV Å⁻¹.

2.
Formula: C9H13AlBrClI2NOP
Source: OMol25
Level of theory: ωB97M-V/def2-TZVPD

Element x y z (Å)
I (1.06, 3.63, -2.56)
I (1.37, 2.95, 0.30)
Al (-0.12, 0.20, -0.44)
P (1.90, -0.82, -1.00)
C (3.31, -1.15, 0.11)
C (1.65, -2.40, -1.85)
H (1.84, 0.51, -2.98)
H (3.49, -0.17, -2.69)
H (2.87, 1.24, -1.72)
C (2.61, 0.30, -2.24)
H (0.83, -2.26, -2.56)
H (2.58, -2.65, -2.38)
H (4.13, -1.55, -0.51)
H (3.02, -1.89, 0.86)
H (1.39, -3.17, -1.11)
H (3.63, -0.22, 0.60)
C (0.70, 0.44, 1.36)
O (1.26, 0.43, 2.39)
Cl (-1.11, 0.80, -2.20)
Br (-4.75, 0.60, 2.75)
C (-3.63, -0.54, 1.73)
C (-4.09, -1.83, 1.39)
C (-3.23, -2.62, 0.61)
C (-2.02, -2.07, 0.16)
N (-1.65, -0.80, 0.44)
C (-2.39, -0.08, 1.31)
H (-5.04, -2.21, 1.73)
H (-3.47, -3.65, 0.35)
H (-1.28, -2.62, -0.42)
H (-1.95, 0.87, 1.61)

The total charge is +2. Its LUMO energy is -9.39 eV. The calculation puts the maximum force at 6.49 eV Å⁻¹.

3.
Formula: C5H8O2
Source: OMol25
Level of theory: ωB97M-V/def2-TZVPD

Element x y z (Å)
O (-0.66, 2.03, 1.26)
C (0.68, 0.21, 0.82)
C (-0.28, -0.70, 0.99)
C (-0.75, -0.88, -0.45)
C (0.62, -1.04, -1.15)
C (0.62, 0.44, -0.69)
O (-0.81, 0.47, -0.98)
H (-0.90, 2.21, 0.34)
H (1.43, 0.61, 1.48)
H (-0.38, -1.39, 1.82)
H (-1.04, 1.14, 1.35)
H (-1.63, -1.49, -0.68)
H (1.35, -1.71, -0.70)
H (0.55, -1.14, -2.23)
H (1.20, 1.23, -1.18)

The total charge is 0. Its LUMO energy is 0.98 eV. The calculation puts the maximum force at 1.32 eV Å⁻¹.

4.
Formula: C20H57BF4NO9
Source: OMol25
Level of theory: ωB97M-V/def2-TZVPD

Element x y z (Å)
B (0.08, 0.18, 1.12)
F (0.66, 1.42, 1.31)
F (-1.12, 0.12, 1.79)
F (-0.11, 0.07, -0.19)
F (0.96, -0.82, 1.58)
C (2.97, 0.88, 3.29)
C (2.57, -0.02, 4.53)
N (2.29, -0.78, 5.34)
H (2.57, 0.52, 2.33)
H (2.42, 1.95, 3.34)
H (4.12, 1.03, 3.39)
C (-4.58, -2.79, -0.09)
C (-3.40, -2.21, 0.73)
O (-3.22, -0.88, 0.47)
H (-4.33, -2.82, -1.10)
H (-5.41, -2.09, -0.12)
H (-4.52, -3.96, 0.19)
H (-2.32, -2.67, 0.61)
H (-3.65, -2.37, 1.83)
H (-2.58, -0.41, 1.02)
C (0.13, 3.95, -1.31)
C (1.38, 4.19, -0.35)
O (1.05, 3.90, 0.96)
H (-0.40, 2.87, -1.07)
H (0.50, 4.08, -2.27)
H (-0.63, 4.60, -0.85)
H (1.76, 5.31, -0.26)
H (2.12, 3.51, -0.34)
H (1.14, 2.99, 1.20)
C (-4.99, 2.64, 2.75)
C (-4.07, 2.12, 1.65)
O (-2.82, 2.16, 2.21)
H (-4.69, 3.67, 2.94)
H (-4.73, 2.13, 3.66)
H (-6.02, 2.50, 2.54)
H (-4.07, 2.93, 0.80)
H (-4.25, 1.07, 1.43)
H (-2.26, 1.54, 1.63)
C (4.95, 1.57, -0.54)
C (3.94, 0.67, -1.11)
O (3.74, 1.08, -2.44)
H (4.63, 2.59, -0.77)
H (5.69, 1.44, -1.23)
H (5.29, 1.41, 0.50)
H (2.94, 0.71, -0.49)
H (4.30, -0.34, -1.14)
H (3.26, 0.31, -2.96)
C (-1.45, -3.00, -3.75)
C (-1.31, -2.62, -2.28)
O (-0.10, -1.90, -2.24)
H (-0.65, -3.70, -4.09)
H (-1.56, -1.99, -4.31)
H (-2.16, -3.61, -4.03)
H (-1.37, -3.44, -1.60)
H (-1.85, -1.90, -1.90)
H (-0.42, -1.32, -1.51)
C (4.44, -2.31, 2.32)
C (5.42, -3.05, 1.27)
O (5.99, -4.21, 1.93)
H (4.72, -1.67, 3.13)
H (4.00, -3.27, 2.82)
H (3.82, -1.65, 1.95)
H (6.26, -2.51, 0.97)
H (4.77, -3.43, 0.57)
H (6.45, -4.59, 1.22)
C (1.81, 1.85, -5.54)
C (0.82, 1.09, -4.54)
O (1.50, 0.17, -3.70)
H (1.20, 2.48, -5.97)
H (2.16, 0.97, -6.09)
H (2.55, 2.05, -4.99)
H (0.19, 0.32, -5.12)
H (0.01, 1.71, -3.94)
H (0.92, 0.17, -2.83)
C (-1.76, -3.34, 4.57)
C (-0.71, -2.26, 4.06)
O (-0.14, -2.73, 2.95)
H (-1.11, -4.07, 4.64)
H (-2.52, -3.45, 3.81)
H (-1.93, -3.10, 5.76)
H (0.00, -1.80, 4.87)
H (-1.21, -1.36, 3.64)
H (0.23, -2.06, 2.41)
C (-3.24, 2.44, -2.86)
C (-2.82, 1.16, -2.12)
O (-3.93, 0.35, -1.90)
H (-3.78, 2.14, -3.70)
H (-2.44, 2.84, -3.28)
H (-3.59, 3.10, -2.06)
H (-2.28, 1.41, -1.17)
H (-2.28, 0.50, -2.69)
H (-3.89, -0.29, -1.13)

The total charge is -1. Its LUMO energy is 2.59 eV. The calculation puts the maximum force at 9.08 eV Å⁻¹.

In the order shown, the computed relative energy (zero: lowest compared OMol25 entry of this formula, charge and spin) values come out to 153.9 0.0 345.7 53.9 kJ/mol.